Entry 1:
This record from OMol25 describes a structure of composition C37H31P2RbSe3SiTe. The level of theory is wB97M-V/def2-TZVPD.

XYZ file:
```
76
Properties=species:S:1:pos:R:3:forces:R:3
Rb -0.4500 -0.7427 -1.3107 -0.55 -0.44 -0.19
C 2.2937 -1.8913 0.5479 -0.14 0.18 -0.05
Si 1.6822 -0.1972 1.3336 0.17 -0.63 0.82
C 3.4236 0.6189 1.2569 -0.36 -0.16 0.03
C 4.3544 0.9224 2.2364 0.09 0.16 0.23
C 5.6328 1.3444 1.9005 0.12 0.04 0.07
C 5.9928 1.4586 0.5683 0.24 0.08 -0.06
C 5.0442 1.2604 -0.4266 0.10 -0.07 -0.08
C 3.7603 0.8806 -0.0697 0.38 0.03 -0.07
P 2.2974 0.8665 -1.1498 0.44 1.03 -1.17
C 3.1223 1.3062 -2.7567 -0.20 -0.36 -0.14
C 2.9297 2.4777 -3.4851 0.00 -0.05 0.38
C 3.5251 2.6431 -4.7217 0.08 0.08 -0.28
C 4.3022 1.6379 -5.2721 0.01 0.02 -0.08
C 4.4746 0.4503 -4.5744 0.11 -0.05 -0.19
C 3.8778 0.2861 -3.3414 0.03 0.03 0.21
C 1.6742 2.5398 -0.7472 -0.11 0.17 0.11
C 0.3157 2.8130 -0.8860 0.15 -0.36 -0.07
C -0.1792 4.0843 -0.6665 -0.21 0.18 -0.01
C 0.6795 5.1063 -0.2946 0.01 0.02 -0.02
C 2.0337 4.8453 -0.1454 0.08 0.16 0.03
C 2.5305 3.5733 -0.3719 -0.03 -0.03 0.03
C 1.7940 -0.8582 3.1653 -0.24 0.13 -0.26
C 2.9690 -1.4861 3.5726 0.28 -0.17 -0.08
C 3.1620 -2.0107 4.8344 0.15 -0.05 0.16
C 2.1496 -1.9217 5.7732 0.07 -0.02 0.08
C 0.9579 -1.3417 5.3897 -0.11 -0.06 0.24
C 0.7710 -0.8127 4.1083 -0.55 -0.08 0.25
P -0.9210 -0.0853 3.9853 0.09 0.33 0.09
C -1.6201 -0.2497 2.3119 -0.10 -0.06 0.21
C -2.3931 0.7777 1.7689 0.20 -0.08 0.10
C -3.2174 0.5391 0.6824 -0.20 0.00 0.05
C -3.3198 -0.7387 0.1552 -0.30 -0.07 -0.17
C -2.5587 -1.7730 0.6897 -0.28 -0.22 0.13
C -1.7195 -1.5299 1.7626 0.19 0.12 0.12
C -0.5252 1.7063 4.1017 -0.24 -0.27 0.10
C -0.7695 2.3041 5.3339 -0.01 -0.07 -0.02
C -0.5286 3.6510 5.5269 0.04 0.12 0.12
C -0.0545 4.4190 4.4784 0.02 0.10 0.03
C 0.1784 3.8345 3.2425 0.10 0.13 -0.09
C -0.0498 2.4829 3.0514 0.07 0.01 0.06
H 3.2310 -2.2486 0.9726 0.10 -0.01 0.03
H 2.4573 -1.7616 -0.5248 -0.01 -0.15 -0.08
H 1.5577 -2.6829 0.6923 -0.17 -0.10 0.00
H 4.0757 0.8380 3.2792 0.06 -0.11 0.07
H 6.3579 1.5629 2.6788 -0.03 0.00 -0.03
H 7.0066 1.7307 0.3000 0.02 0.05 -0.01
H 5.3139 1.4055 -1.4660 -0.01 0.06 0.03
H 2.3241 3.2735 -3.0746 -0.04 0.03 0.00
H 3.3755 3.5683 -5.2632 -0.02 0.02 -0.04
H 4.7537 1.7702 -6.2472 0.03 0.00 -0.01
H 5.0670 -0.3487 -5.0032 0.00 -0.02 0.00
H 4.0129 -0.6414 -2.7927 0.00 -0.04 -0.06
H -0.3720 2.0278 -1.1854 -0.08 0.20 -0.01
H -1.2355 4.2683 -0.8019 -0.09 -0.03 -0.02
H 0.2976 6.1046 -0.1261 -0.04 0.04 0.02
H 2.7127 5.6407 0.1415 -0.01 0.00 0.01
H 3.5919 3.3870 -0.2635 -0.03 -0.01 0.02
H 3.7822 -1.5642 2.8672 0.12 -0.03 -0.09
H 4.1016 -2.4890 5.0849 0.06 0.00 0.01
H 2.2873 -2.3005 6.7798 -0.06 -0.04 -0.03
H 0.1390 -1.3014 6.0983 -0.05 0.02 0.01
H -2.3714 1.7672 2.2049 0.03 0.03 0.01
H -3.8084 1.3464 0.2683 0.07 -0.09 -0.13
H -4.0119 -0.9308 -0.6592 0.18 0.00 -0.08
H -2.6571 -2.7743 0.2831 0.03 0.08 -0.11
H -1.1420 -2.3335 2.2077 -0.01 -0.09 -0.04
H -1.1619 1.7100 6.1485 -0.04 -0.10 0.02
H -0.7203 4.0944 6.4947 0.00 0.08 0.05
H 0.1287 5.4744 4.6270 0.02 0.09 -0.04
H 0.5380 4.4341 2.4182 0.05 0.02 -0.07
H 0.1387 2.0219 2.0895 0.03 0.00 -0.11
Se -3.5326 1.9772 -2.7399 -0.15 0.71 0.46
Se -2.5323 0.2170 -3.8160 0.54 -0.20 -0.53
Te -4.2338 -1.6361 -3.6731 -0.35 -0.36 -0.05
Se -2.9814 -3.6277 -2.8410 0.24 0.04 0.17
```
Positions in Å, forces in eV/Å.

**HOMO-LUMO gap**: 4.4399 eV
**Charge**: -2
**Multiplicity**: 1

And the Mulliken charges, in e, turn out to be:
1 Rb 1.09
2 C -1.57
3 Si 1.18
4 C 0.19
5 C -0.81
6 C -0.89
7 C -0.65
8 C -0.40
9 C -0.05
10 P -0.30
11 C 0.26
12 C -0.67
13 C -0.62
14 C -0.50
15 C -0.64
16 C -0.22
17 C 1.48
18 C -0.42
19 C -0.53
20 C -0.74
21 C -0.75
22 C -0.09
23 C 0.78
24 C -0.38
25 C -0.95
26 C -0.61
27 C -0.63
28 C 0.37
29 P -0.56
30 C 0.93
31 C -0.49
32 C -0.52
33 C -0.40
34 C -1.09
35 C 0.04
36 C 0.25
37 C -0.59
38 C -0.55
39 C -0.64
40 C -0.62
41 C 0.58
42 H 0.30
43 H 0.45
44 H 0.40
45 H 0.54
46 H 0.35
47 H 0.37
48 H 0.34
49 H 0.35
50 H 0.39
51 H 0.35
52 H 0.39
53 H 0.34
54 H -0.20
55 H 0.42
56 H 0.33
57 H 0.37
58 H 0.38
59 H 0.29
60 H 0.38
61 H 0.37
62 H 0.34
63 H 0.36
64 H 0.33
65 H 0.33
66 H 0.36
67 H 0.33
68 H 0.35
69 H 0.36
70 H 0.39
71 H 0.29
72 H 0.32
73 Se -0.71
74 Se -0.34
75 Te -0.16
76 Se -0.75

=====

Entry 2:
This record from OMol25 describes a structure of composition C30H19N9S2W. The level of theory is wB97M-V/def2-TZVPD.

XYZ file:
```
61
Properties=species:S:1:pos:R:3:forces:R:3
W -0.2468 0.4765 0.4005 -0.02 1.73 0.13
N 4.2113 1.0459 0.9745 0.07 -0.01 0.05
C 2.9472 1.2346 0.6672 -0.01 0.02 0.09
N 1.9942 0.3397 0.8500 -0.11 -0.32 0.01
C 2.3562 -0.8766 1.4335 0.12 0.07 -0.04
N 1.4740 -1.8013 1.6189 -0.13 0.07 -0.05
N 0.2096 -1.3805 1.2581 0.52 -0.61 0.30
C -0.6942 -2.2867 1.3139 -0.27 -0.29 0.13
C -2.0647 -1.8636 1.1304 0.10 -0.05 0.02
C -3.1318 -2.6876 1.4154 -0.06 -0.13 0.02
C -4.4037 -2.1352 1.4652 -0.05 -0.03 0.01
C -4.5360 -0.7742 1.2658 -0.05 0.01 0.01
C -3.4154 -0.0188 0.9583 0.01 0.01 -0.07
N -2.1989 -0.5503 0.8395 0.12 -0.17 0.06
C 3.7366 -1.1268 1.8078 -0.08 -0.07 -0.01
C 4.1503 -2.3222 2.4080 -0.02 -0.02 0.01
C 5.4765 -2.4971 2.7332 -0.02 0.00 0.00
C 6.4078 -1.4888 2.4638 0.04 -0.04 0.02
C 6.0170 -0.3040 1.8769 0.09 0.04 0.01
C 4.6775 -0.1365 1.5581 0.03 0.11 -0.05
H 4.8588 1.8070 0.8194 0.01 -0.01 -0.02
H 2.6757 2.1978 0.2592 -0.01 0.01 -0.04
H -0.4232 -3.2972 1.5977 -0.03 0.00 0.02
H -2.9557 -3.7337 1.6288 -0.03 0.02 0.01
H -5.2651 -2.7479 1.6952 0.02 0.00 -0.01
H -5.4953 -0.2833 1.3536 0.02 0.00 -0.01
H -3.5042 1.0453 0.8217 0.00 0.05 -0.01
H 3.4164 -3.0888 2.6131 0.02 0.01 0.00
H 5.8006 -3.4158 3.2027 0.00 0.02 -0.01
H 7.4486 -1.6357 2.7208 -0.02 0.00 0.00
H 6.7359 0.4807 1.6740 -0.02 -0.02 0.00
C 1.1876 -2.2643 -2.8687 0.05 -0.04 -0.01
C 1.0893 -1.5240 -1.6924 0.05 -0.04 0.05
N 0.1352 -0.6240 -1.4781 -0.08 -0.13 -0.36
C -0.7708 -0.4209 -2.4767 0.02 0.05 0.09
C -0.7463 -1.1127 -3.6865 -0.03 -0.05 -0.13
C 0.2684 -2.0675 -3.8669 -0.02 -0.02 -0.07
C -1.7274 -0.8075 -4.6918 0.09 -0.07 0.00
C -2.6378 0.1651 -4.4918 -0.06 0.09 0.03
C -2.6566 0.9151 -3.2652 -0.12 0.03 -0.16
C -3.5308 1.9917 -3.0336 -0.01 -0.02 -0.08
C -3.4355 2.6920 -1.8584 -0.02 0.05 0.03
C -2.4969 2.2994 -0.9060 -0.04 0.07 0.05
N -1.6909 1.2600 -1.0772 -0.04 -0.06 -0.09
C -1.7474 0.5946 -2.2591 0.08 -0.01 0.09
H 1.9896 -2.9812 -2.9748 -0.01 0.01 0.01
H 1.8058 -1.6813 -0.9001 0.01 0.00 0.04
H 0.3226 -2.6294 -4.7916 0.00 0.02 0.02
H -1.7038 -1.3620 -5.6215 0.00 0.01 0.03
H -3.3610 0.4115 -5.2589 0.01 0.00 0.02
H -4.2492 2.2760 -3.7931 0.01 -0.01 0.02
H -4.0615 3.5504 -1.6572 0.01 -0.02 0.00
H -2.3890 2.8536 0.0178 -0.01 -0.01 0.02
S 0.4609 2.8129 -0.0524 -0.20 -0.25 0.08
C -0.3381 3.6608 1.2625 0.14 0.35 -0.25
C -0.5237 5.0699 1.0534 0.01 -0.11 -0.02
N -0.6885 6.1858 0.8299 0.03 -0.09 0.01
C -0.7709 3.0523 2.3788 -0.11 -0.04 0.46
S -0.6034 1.3326 2.6628 -0.07 0.01 -0.38
C -1.4168 3.8034 3.4208 0.01 -0.08 -0.07
N -1.9722 4.3729 4.2506 0.06 -0.05 -0.06
```
Positions in Å, forces in eV/Å.

**HOMO-LUMO gap (spin up / spin down)**: 5.9248 / 5.6697 eV
**Energy above the lowest of the compared OMol25 structures with the same formula, charge and spin**: 0.496 eV
**Charge**: +2
**Multiplicity**: 3

And the Mulliken charges, in e, turn out to be:
1 W 0.77
2 N 0.19
3 C -0.34
4 N 0.12
5 C 0.36
6 N -1.21
7 N 0.78
8 C -0.20
9 C 0.66
10 C -0.98
11 C -0.33
12 C -1.09
13 C 0.09
14 N 0.10
15 C 0.56
16 C -0.37
17 C -0.82
18 C -0.45
19 C -0.93
20 C 0.09
21 H 0.32
22 H 0.44
23 H 0.46
24 H 0.49
25 H 0.47
26 H 0.46
27 H 0.54
28 H 0.50
29 H 0.45
30 H 0.43
31 H 0.43
32 C -1.17
33 C 0.18
34 N 0.19
35 C -0.06
36 C 0.86
37 C -0.59
38 C -0.99
39 C -0.98
40 C 0.94
41 C -0.84
42 C -1.19
43 C -0.29
44 N 0.65
45 C 0.04
46 H 0.47
47 H 0.31
48 H 0.50
49 H 0.45
50 H 0.47
51 H 0.50
52 H 0.51
53 H 0.66
54 S -0.55
55 C 0.32
56 C -0.16
57 N -0.37
58 C 1.04
59 S -0.32
60 C -0.24
61 N -0.35

=====

Entry 3:
This record from OMol25 describes a structure of composition C33H28F2N6O4STi. The level of theory is wB97M-V/def2-TZVPD.

XYZ file:
```
75
Properties=species:S:1:pos:R:3:forces:R:3
Ti -0.7935 0.0467 -0.2826 -0.07 -0.56 0.01
C 2.7838 0.2480 -0.4497 0.04 0.02 -0.09
N 1.5630 -0.3942 -0.9792 -0.15 0.07 0.13
C 1.4404 0.0182 -2.3933 0.10 -0.04 -0.07
C 0.8301 1.3905 -2.4805 -0.04 0.03 0.01
C 1.2100 2.3194 -3.4306 -0.03 0.00 0.04
C 0.5430 3.5352 -3.4854 -0.01 0.03 -0.01
C -0.4799 3.7911 -2.5877 0.00 -0.10 0.06
C -0.7965 2.8195 -1.6552 0.08 0.02 -0.04
N -0.1491 1.6490 -1.5998 -0.13 0.13 -0.05
C 1.6322 -1.8628 -0.8454 0.10 -0.06 0.07
C 0.9260 -2.3993 0.3759 0.05 -0.02 -0.01
C 1.3377 -3.5849 0.9625 -0.03 0.07 -0.01
C 0.6242 -4.0922 2.0356 0.00 0.02 -0.03
C -0.4897 -3.4030 2.4884 0.03 0.05 -0.05
C -0.8377 -2.2326 1.8440 -0.02 -0.02 0.06
N -0.1428 -1.7330 0.8212 -0.10 -0.06 -0.08
C 2.9332 0.3483 1.0483 0.12 -0.03 -0.04
C 4.1073 0.8964 1.5632 -0.04 -0.03 -0.01
C 4.2269 1.0334 2.9312 -0.02 0.00 0.03
C 3.1794 0.6124 3.7422 0.01 -0.01 -0.01
C 2.0647 0.0681 3.1356 -0.04 0.04 0.05
N 1.9380 -0.0605 1.8136 -0.09 0.08 0.00
H 2.8351 1.2597 -0.8631 -0.05 0.00 0.03
H 3.6589 -0.2820 -0.8535 -0.02 0.06 -0.01
H 0.7726 -0.6821 -2.8946 0.01 0.05 0.01
H 2.4101 0.0041 -2.9058 -0.04 -0.03 0.02
H 2.0098 2.0868 -4.1192 0.02 0.01 -0.02
H 0.8206 4.2738 -4.2252 0.01 0.01 -0.01
H -1.0304 4.7194 -2.5993 0.00 0.03 -0.02
H -1.5891 2.9619 -0.9309 0.02 0.03 -0.03
H 2.6743 -2.2017 -0.8327 -0.05 0.00 -0.03
H 1.1567 -2.3096 -1.7212 -0.02 0.01 0.05
H 2.2072 -4.0974 0.5752 0.02 -0.02 0.01
H 0.9302 -5.0159 2.5071 0.00 -0.01 0.01
H -1.0874 -3.7632 3.3117 -0.01 -0.02 0.02
H -1.7191 -1.6806 2.1444 0.01 -0.02 -0.01
H 4.9028 1.2133 0.9010 0.01 0.00 -0.02
H 5.1215 1.4601 3.3638 0.02 0.01 0.01
H 3.2299 0.6980 4.8180 0.01 0.01 0.02
H 1.2237 -0.2767 3.7296 0.00 -0.01 0.00
F -3.2746 1.8290 0.1427 -0.05 0.07 -0.08
C -2.9153 0.6453 -0.5226 0.13 0.01 0.12
F -3.1254 0.9134 -1.8662 -0.04 0.04 0.01
H -3.6793 -0.0879 -0.2340 0.12 0.03 -0.04
S -1.8103 2.3368 3.6874 0.07 0.01 -0.02
C -1.7469 1.2444 2.3854 0.07 -0.13 -0.18
N -0.7981 1.4081 1.5066 -0.07 0.19 0.19
C -0.0222 2.5206 1.8524 -0.01 -0.12 -0.01
C 1.0731 3.0219 1.1457 0.00 0.05 0.07
C 1.7338 4.1221 1.6444 0.01 -0.01 0.02
C 1.3256 4.7365 2.8364 0.03 0.01 -0.03
C 0.2434 4.2605 3.5408 -0.05 -0.03 -0.02
C -0.4269 3.1474 3.0332 0.06 0.07 0.03
H -2.4978 0.4730 2.2903 -0.01 0.00 0.01
H 1.3888 2.5614 0.2231 -0.02 -0.04 -0.02
H 2.5831 4.5212 1.1063 0.01 0.01 0.00
H 1.8632 5.5996 3.2029 0.01 0.02 0.01
H -0.0819 4.7374 4.4544 0.00 0.01 0.03
O -2.5691 -2.3313 -0.5948 0.01 0.04 -0.02
C -1.9847 -2.1439 -1.6540 -0.02 0.02 0.01
O -1.1212 -1.1806 -1.8234 0.16 0.08 -0.09
C -2.2016 -3.0274 -2.8453 -0.07 -0.07 0.07
C -1.5440 -2.7884 -4.0473 -0.01 0.02 -0.03
C -1.7411 -3.6275 -5.1312 -0.04 0.00 0.11
C -2.6096 -4.6915 -4.9771 -0.05 -0.07 -0.11
C -3.2898 -4.9498 -3.8007 0.07 0.09 0.00
C -3.0750 -4.1040 -2.7259 0.00 -0.02 -0.03
N -2.8221 -5.5976 -6.1312 0.09 -0.04 0.07
O -3.6406 -6.4822 -6.0007 0.01 0.04 -0.05
O -2.1489 -5.4031 -7.1221 -0.08 0.00 0.01
H -0.8914 -1.9320 -4.1377 0.00 0.01 0.01
H -1.2449 -3.4705 -6.0765 -0.01 -0.01 -0.01
H -3.9635 -5.7907 -3.7415 0.00 -0.01 -0.01
H -3.5817 -4.2673 -1.7852 0.00 0.02 0.01
```
Positions in Å, forces in eV/Å.

**HOMO-LUMO gap (spin up / spin down)**: 8.0998 / 8.7068 eV
**Energy above the lowest of the compared OMol25 structures with the same formula, charge and spin**: 0.995 eV
**Charge**: +1
**Multiplicity**: 2

And the Mulliken charges, in e, turn out to be:
1 Ti 0.73
2 C -1.88
3 N 0.97
4 C -1.09
5 C 0.77
6 C -1.09
7 C -0.59
8 C -1.17
9 C -0.15
10 N 1.15
11 C -1.65
12 C 0.70
13 C -1.05
14 C -0.69
15 C -1.12
16 C -0.55
17 N 1.71
18 C 0.34
19 C -1.18
20 C -0.53
21 C -0.92
22 C -0.18
23 N 0.45
24 H 0.71
25 H 0.61
26 H 0.17
27 H 0.61
28 H 0.55
29 H 0.45
30 H 0.51
31 H 0.35
32 H 0.57
33 H 0.64
34 H 0.55
35 H 0.45
36 H 0.53
37 H 0.36
38 H 0.52
39 H 0.46
40 H 0.45
41 H 0.43
42 F -0.35
43 C -0.25
44 F -0.30
45 H 0.53
46 S -0.30
47 C -0.48
48 N 1.04
49 C -1.09
50 C 0.15
51 C -1.15
52 C -0.74
53 C -0.53
54 C 0.98
55 H 0.24
56 H 0.42
57 H 0.46
58 H 0.43
59 H 0.45
60 O -0.68
61 C 0.23
62 O 0.01
63 C 0.19
64 C -0.19
65 C -0.61
66 C -0.04
67 C -0.65
68 C -0.41
69 N 1.01
70 O -0.60
71 O -0.60
72 H 0.37
73 H 0.51
74 H 0.51
75 H 0.53

=====

no.,DFT total energy (eV)
1,-269317.680
2,-68313.735
3,-91187.188